1.
Computed, not measured: a 2-piece molecular cluster, C3H14OSi3 overall in a non-equilibrium geometry, with ωB97M-V with the def2-TZVPD basis set.

```
21
Properties=species:S:1:pos:R:3:forces:R:3
C 1.61648 0.73706 0.67910 1.924 -3.805 3.648
C 2.47606 -1.59655 0.10152 -1.460 -0.436 -1.921
C 1.21218 -0.69779 0.18967 0.868 2.122 -1.748
O -2.08196 -0.21835 0.17580 -1.262 -0.990 -1.971
Si -2.75317 0.55127 1.43751 -0.621 1.098 1.162
Si -0.97204 1.39619 -2.25179 -0.441 -1.682 0.142
Si 0.16114 -0.44017 -1.44634 -0.036 -0.859 0.139
H 1.32370 1.59277 0.25482 -1.057 2.972 -2.579
H 1.10573 0.78157 1.65709 0.590 0.345 0.048
H 2.73004 0.74506 0.88628 -1.239 0.296 -0.282
H 3.21801 -1.21725 -0.61404 -0.524 -0.041 -0.292
H 2.19417 -2.62926 -0.15956 0.154 0.319 -0.240
H 3.06035 -1.70005 0.95904 0.429 0.216 2.088
H 0.47755 -0.98750 0.90411 -0.415 -1.051 0.422
H -2.74872 -0.21805 -0.58050 1.555 -0.119 1.102
H -4.14513 -0.02809 1.66820 0.526 0.788 -0.282
H -2.42805 2.02478 1.39927 -0.939 -0.253 -0.496
H -2.01645 0.35067 2.63873 0.656 -0.875 0.910
H -0.25809 2.53585 -2.73034 0.802 0.800 -0.215
H -1.77820 0.89411 -3.43872 0.417 0.013 0.280
H -0.39359 -1.87627 -1.72984 0.073 1.139 0.084
```
Forces are in eV/Å.

Results
Calculated total energy (eV): -29014.78687
ΔE to the lowest compared entry with this formula, charge and spin (kcal/mol): 106.10
Gap between HOMO and LUMO (eV): 6.75
Strongest force on any atom (eV/Å): 5.61

---

2.
Computed, not measured: one molecule with the formula C4H7NO, with ωB97M-V with the def2-TZVPD basis set.

```
13
Properties=species:S:1:pos:R:3:forces:R:3
C 2.11851 -0.54022 0.27924 0.040 -0.002 -0.020
C 0.66559 -0.11951 0.44400 -0.013 0.016 0.058
O 0.24410 0.26714 1.54463 0.101 -0.035 -0.134
C -0.15275 -0.17981 -0.71058 0.028 -0.021 0.043
C -2.18582 0.73968 0.29358 0.109 -0.072 -0.021
N -1.44767 0.26150 -0.67727 -0.191 0.069 0.028
H 2.53474 -0.14486 -0.65840 -0.055 -0.139 0.271
H 2.19407 -1.63788 0.25135 0.005 0.303 0.045
H 2.68705 -0.15676 1.13553 -0.135 -0.161 -0.273
H 0.19550 -0.56906 -1.65759 -0.115 0.164 0.088
H -3.19658 1.05843 0.05738 0.275 -0.113 -0.049
H -1.75184 0.79053 1.28038 -0.082 0.031 -0.114
H -1.90492 0.23083 -1.58224 0.033 -0.040 0.078
```
Forces are in eV/Å.

Results
Calculated total energy (eV): -7797.46724
ΔE to the lowest compared entry with this formula, charge and spin (kcal/mol): 50.21
Gap between HOMO and LUMO (alpha / beta) (eV): 8.30 / 8.30
Strongest force on any atom (eV/Å): 0.34

---

3.
Computed, not measured: C29H39BrCoN4O3S3SbSi as an isolated structure in a non-equilibrium geometry, with ωB97M-V with the def2-TZVPD basis set.

```
82
Properties=species:S:1:pos:R:3:forces:R:3
Co 0.18901 1.66217 1.28620 -0.364 1.264 -0.360
C -5.86390 -4.53349 2.15611 -0.078 0.023 -0.153
O -5.53186 -5.03065 3.43156 0.090 0.077 0.115
C -4.79117 -4.20183 4.24007 -0.033 -0.146 0.102
C -4.42141 -4.71871 5.47521 -0.099 -0.184 -0.097
C -3.65810 -3.97441 6.35108 0.341 0.416 0.022
C -3.21119 -2.68498 6.01725 -0.144 -0.943 -1.275
C -3.64143 -2.16458 4.78044 -0.078 0.047 0.503
C -4.41505 -2.90601 3.90901 -0.169 0.029 -0.104
N -2.47814 -1.97997 6.96786 -0.252 1.438 0.698
N -1.79460 -0.94291 6.68013 0.176 -0.886 1.063
C -1.17869 -0.79467 5.47273 0.214 -0.053 -1.150
C -0.73340 -1.87764 4.69240 -0.041 0.347 0.251
C -0.17997 -1.71841 3.44359 0.043 -0.219 0.076
C -0.08633 -0.43935 2.85808 0.167 -0.204 -0.667
O 0.33877 -0.20709 1.68222 -0.142 -0.797 0.516
C -0.52133 0.67384 3.64032 -0.290 0.301 0.618
N -0.47226 1.87284 3.00139 -0.193 -0.100 1.040
C -0.87477 2.94806 3.64312 0.123 0.254 -0.383
C -1.36181 2.89239 4.95147 -0.074 -0.456 0.446
C -1.43692 1.69078 5.61336 -0.021 0.550 -0.084
C -1.00563 0.53056 4.95388 -0.062 -0.441 -0.262
H -6.40812 -5.33032 1.65205 0.013 0.021 0.002
H -4.97359 -4.28124 1.57206 -0.010 -0.004 0.038
H -6.50607 -3.64868 2.21936 0.030 -0.024 0.011
H -4.73828 -5.72311 5.72866 -0.004 0.006 0.014
H -3.36600 -4.38438 7.30983 -0.007 0.003 0.020
H -3.38284 -1.15274 4.50466 0.054 -0.029 -0.098
H -4.71081 -2.45582 2.97100 0.022 0.003 0.027
H -0.83130 -2.87239 5.11095 0.035 0.008 -0.029
H 0.16423 -2.57659 2.88180 0.054 0.051 -0.039
H -0.81358 3.88569 3.10790 0.045 -0.088 -0.156
H -1.69857 3.80636 5.42043 0.043 0.034 -0.004
H -1.82806 1.61581 6.61907 -0.030 -0.006 -0.008
S -2.27219 3.89225 -2.24206 -0.002 -0.007 -0.166
Sb -2.21315 3.66928 0.05949 -0.247 0.259 0.051
S 0.12842 3.85267 0.70800 -0.046 -0.089 0.012
S -1.91530 1.29661 0.55075 -0.004 -0.108 -0.024
O 4.20542 2.19931 2.67876 0.036 0.012 0.023
C 3.07348 2.05637 2.28898 -0.190 -0.032 -0.100
N 1.97057 1.91316 1.90347 0.767 0.010 0.236
C 4.04987 -0.68527 -4.19218 -0.146 0.162 -0.006
C 3.14967 -0.58495 -2.95224 -0.042 0.036 0.044
C 4.03318 -0.35382 -1.71711 -0.073 0.086 -0.010
C 2.46568 -1.94188 -2.73664 -0.079 0.132 -0.052
Si 1.82344 0.82687 -3.15829 -0.085 0.046 0.394
Br 1.01493 1.08696 -1.02319 0.581 -0.460 -1.517
C 2.58181 2.53163 -3.65788 -0.019 0.029 0.072
C 3.90279 2.79157 -2.92031 -0.081 -0.169 0.018
C 2.85208 2.59643 -5.16906 -0.113 -0.206 0.068
C 1.63220 3.67538 -3.26457 -0.044 -0.126 0.058
C 0.30687 0.28890 -4.23666 0.018 -0.012 0.041
C 0.75858 -0.35213 -5.55931 0.191 0.009 0.175
C -0.58223 1.49223 -4.57148 0.122 0.075 0.093
C -0.58652 -0.70351 -3.47630 0.079 0.062 0.121
H 4.72650 -1.54074 -4.09172 0.011 -0.026 0.022
H 4.66128 0.21066 -4.31059 0.035 -0.022 -0.047
H 3.46436 -0.82215 -5.10381 0.081 -0.022 -0.050
H 4.76742 -1.16399 -1.64137 0.010 -0.034 -0.046
H 3.43410 -0.35556 -0.80714 0.051 0.025 0.039
H 4.57590 0.58774 -1.75882 0.024 -0.026 0.056
H 3.22455 -2.70426 -2.52929 0.050 0.012 0.006
H 1.90548 -2.26200 -3.61567 -0.016 -0.052 0.038
H 1.79003 -1.89659 -1.88099 -0.032 -0.077 -0.004
H 4.68896 2.09663 -3.22167 0.037 0.025 0.031
H 3.76059 2.72540 -1.84024 0.073 0.015 0.024
H 4.24969 3.80401 -3.15081 -0.034 0.033 -0.018
H 3.49583 1.77841 -5.50313 0.021 0.037 -0.081
H 3.35153 3.53988 -5.41157 0.006 0.034 0.021
H 1.92225 2.55662 -5.73755 0.040 0.012 -0.062
H 1.49861 3.71983 -2.18247 -0.096 0.041 -0.001
H 0.64278 3.58833 -3.70797 -0.020 0.065 0.075
H 2.06760 4.62801 -3.58746 0.045 -0.002 -0.037
H 1.41320 0.31507 -6.12535 -0.002 -0.046 -0.073
H -0.12150 -0.56158 -6.17529 -0.037 0.005 -0.004
H 1.28474 -1.29580 -5.39905 -0.004 0.001 -0.064
H -0.07754 2.20972 -5.22118 -0.038 0.026 0.016
H -0.92697 2.01077 -3.67347 -0.056 0.082 -0.019
H -1.47342 1.14217 -5.10297 -0.015 -0.058 -0.011
H -0.06298 -1.61526 -3.19266 -0.061 -0.013 0.008
H -1.43369 -0.98056 -4.11243 -0.002 0.009 -0.058
H -0.98574 -0.24132 -2.57277 -0.050 -0.047 0.017
```
Forces are in eV/Å.

Results
Calculated total energy (eV): -197403.94291
Net charge: -2
ΔE to the lowest compared entry with this formula, charge and spin (kcal/mol): 18.17
Gap between HOMO and LUMO (eV): 4.77
Strongest force on any atom (eV/Å): 1.69